DFT (wB97M-V/def2-TZVPD) results for a cluster of 2 separate species, C5H7NO2 in total at a distorted geometry.

gap between HOMO and LUMO (alpha / beta) = 10.11 / 5.66 eV
2S+1 = 1
DFT total energy = -399.7665 Ha
relative energy (zero: lowest compared OMol25 entry of this formula, charge and spin) = 522.5 kJ/mol
HOMO (alpha / beta) = -9.8 / -8.1 eV

Geometry (Å):
C 0.24 -0.45 0.39
C -0.86 -0.84 -0.48
C 1.27 0.69 0.09
H -1.56 -0.04 -0.65
N -0.46 2.79 -0.32
H 1.60 0.58 -0.92
H 0.98 -1.25 0.51
O -1.48 4.47 1.17
C -0.95 3.65 -1.20
H -1.56 -1.51 -0.06
C -1.17 3.82 0.23
H -0.24 -0.12 1.37
O -1.21 4.12 -2.27
H -0.60 -1.21 -1.47
H 1.41 1.45 0.77

DFT (wB97M-V/def2-TZVPD) results for a structure of composition C27H32CrN3OS3SbSiTe.

gap between HOMO and LUMO (alpha / beta) = 5.05 / 5.14 eV
2S+1 = 6
total charge = -1
DFT total energy = -4324.5627 Ha
relative energy (zero: lowest compared OMol25 entry of this formula, charge and spin) = 0.0 kJ/mol
<S²> = 8.83
HOMO (alpha / beta) = -2.8 / -4.6 eV

Geometry (Å):
H -0.38 3.38 1.23
H 2.97 -1.15 3.77
H 1.22 -2.28 5.11
S -1.45 2.86 -1.65
Te 2.38 2.50 2.52
C -0.20 -2.33 3.50
Si -0.66 0.18 -3.95
H -2.49 1.81 -4.35
C -2.87 -0.24 0.89
C -2.35 0.78 1.72
H 1.92 -0.80 -4.06
H 4.54 0.90 2.33
C -2.79 1.04 3.04
H -1.37 -2.27 1.68
H 5.04 2.60 2.10
H 3.20 1.22 4.79
C 2.90 -2.28 -2.87
C 0.29 1.37 -5.04
H 2.09 -3.03 0.32
Cr -0.66 0.88 -0.64
C 1.17 -1.52 -0.88
C 3.04 2.28 4.57
C 2.07 -2.54 -0.64
H -0.21 -1.41 -5.84
H -2.37 -1.23 -2.23
C 1.77 -1.05 2.01
H -1.70 -1.83 -5.00
C 2.95 -2.93 -1.65
S 0.94 5.56 -0.57
C 4.29 1.85 1.85
H -3.50 0.38 3.52
Sb 0.80 3.62 -1.78
H 3.96 2.83 4.74
H -3.98 -2.98 -1.59
C -2.45 0.78 -4.00
H -0.14 -2.27 -4.30
N -1.40 1.59 1.15
S 1.55 1.85 -0.34
C 0.55 -1.37 1.44
H -3.03 0.15 -4.68
N -0.04 -0.03 -2.34
H -2.93 0.76 -3.02
H -1.13 3.96 3.50
C -2.79 -1.25 -1.24
C 1.03 -2.02 4.08
C 1.95 -1.29 -3.10
H -2.68 2.36 4.70
H -4.17 -1.21 2.32
C -0.68 -1.49 -4.85
C -2.34 2.15 3.70
H -4.89 -2.97 0.77
H 1.35 1.11 -5.16
C -3.68 -2.23 -0.88
H 4.24 1.73 0.77
H 3.67 -3.71 -1.46
C -0.43 -2.01 2.16
C -1.46 3.04 3.04
O 0.27 -1.07 0.11
H 2.26 2.67 5.23
C 1.01 -0.91 -2.13
N -2.38 -0.27 -0.41
C -1.04 2.71 1.78
H -0.97 -2.82 4.07
H 3.60 -2.53 -3.65
H 2.52 -0.56 1.40
C -3.80 -1.23 1.30
H -0.17 1.38 -6.03
H 0.25 2.39 -4.64
C -4.20 -2.21 0.44
C 2.01 -1.39 3.33

DFT (wB97M-V/def2-TZVPD) results for an isolated molecule of C3H4N2S2 at a distorted geometry.

gap between HOMO and LUMO = 8.16 eV
2S+1 = 1
DFT total energy = -1022.4566 Ha
relative energy (zero: lowest compared OMol25 entry of this formula, charge and spin) = 417.6 kJ/mol
HOMO = -9.1 eV

Geometry (Å):
H 1.39 1.99 -1.11
S -1.50 -0.23 -1.43
C 0.78 1.05 -0.70
H -0.35 -2.21 1.52
H -0.46 -1.12 -1.50
S -1.87 2.33 -0.06
C 0.16 -1.31 1.41
H 0.31 -0.61 2.24
N 1.49 0.12 -0.11
C -0.80 1.18 -0.53
N 0.83 -1.19 0.27